# 1
Below is a molecular structure, C21H52ClFN3O4P in a non-equilibrium geometry, with properties calculated with ωB97M-V/def2-TZVPD.

Structure (ORCA input):
```
! RIJCOSX wB97M-V def2-TZVPD def2/J DEFGRID3
* xyz 0 1
H 1.5810 -0.6218 -0.2306
C 1.2487 0.2801 4.7777
H -2.8134 0.4264 -2.9219
H -4.8497 -0.6487 -8.1201
H -6.6070 -2.5919 -6.1630
H -4.8931 -1.5906 -2.9683
H -1.2886 1.3032 -2.9341
H -7.0468 -0.4326 -6.6669
C -6.1828 0.2327 -6.6938
O -2.0740 -0.4607 4.6363
H -0.6988 1.0966 3.3100
H -0.3538 3.5635 -0.0086
H 0.4587 1.9114 -1.6329
C -1.7492 0.3455 -2.6879
H -2.0952 0.3922 6.9835
H -2.3246 0.5145 -0.6318
H 1.1118 1.6290 -0.0264
C 1.3446 -0.7183 -2.3567
H 5.0168 -1.1560 4.8994
H -0.0456 1.4513 6.1097
H 4.8863 0.3010 6.8379
C 0.4331 1.5413 5.1362
C 7.4725 -1.3663 2.6820
H -6.3497 -2.1814 -8.6290
H 7.9570 2.7873 3.8772
C -5.2641 -1.3447 -3.9661
H 5.3456 -1.6119 2.6607
P -2.7159 0.7557 5.0778
H -3.3611 -1.0842 -4.9355
C 0.7583 -0.7587 -0.9402
C 7.7320 1.7233 3.7779
H 1.6269 -0.1520 5.7005
H 7.7367 -1.6202 3.7087
H 2.1221 0.5882 4.2089
C -0.7939 2.5655 -0.0203
H -4.0340 0.1440 -6.8230
F -0.3018 3.0113 3.4752
N -4.6482 -1.7985 -6.4087
C -4.2252 -1.7486 -5.0192
N 5.6586 0.2427 3.5139
H 0.6660 -1.1553 -3.0881
H 5.5182 1.6708 5.9441
H -5.4488 -0.2711 -3.9753
H -6.3815 0.9944 -7.4507
H 1.5942 0.2938 -2.6756
H -6.6332 -3.8721 -8.2557
H 6.6020 -0.4971 5.2725
H 0.3813 -1.7659 -0.7420
C -5.6513 -2.8161 -6.6621
H 5.9135 -0.4040 1.5526
H -6.2141 -1.8629 -4.0966
H 7.5420 -2.2821 2.0913
H -5.2937 -3.7572 -6.2351
H 8.2236 -0.6824 2.2893
O -1.9103 2.0745 4.7404
H 0.6227 -0.3991 4.2108
H -1.7174 2.6303 -0.5974
C 5.6060 -0.2346 4.8836
C -4.8836 -0.5096 -7.0368
H 3.9390 0.9918 5.5213
O -2.9599 0.6819 6.6445
C 4.9505 0.7450 5.8431
H -3.8431 -2.7397 -4.7528
H 5.6669 2.2894 3.8375
Cl -4.5177 -0.0036 3.1664
C 0.1933 1.5764 -0.6180
O -4.2256 0.9594 4.5231
H 6.1995 1.8158 2.2666
H -1.0435 2.2994 1.0071
C -5.9186 -3.0558 -8.1399
N -0.2766 0.2030 -0.5977
H -5.0044 -3.3332 -8.6664
C 6.0579 -0.7857 2.5671
H 1.0934 2.4015 5.1837
H 7.9249 1.2581 4.7456
C 6.2773 1.5436 3.3222
C -0.6569 1.8454 4.0956
H -1.8416 -1.0804 -1.0760
H -1.3372 -0.4167 -3.3481
H 8.4372 1.3180 3.0543
H 2.2638 -1.3070 -2.3901
H -6.1156 0.7486 -5.7373
C -1.5729 -0.0292 -1.2100
*
```

As for the LUMO energy: -0.5 eV. The orbital gap comes out at 7.60 eV. For the HOMO energy, the calculation gives -0.2983 hartree.

# 2
Below is a molecular structure, C46H41MnN8S2 in a non-equilibrium geometry, with properties calculated with ωB97M-V/def2-TZVPD.

Structure (ORCA input):
```
! RIJCOSX wB97M-V def2-TZVPD def2/J DEFGRID3
* xyz 1 6
H 2.3267 -4.5012 -2.6247
C -2.4412 -3.0802 -1.1314
H -2.8018 -3.3756 -5.5005
C -0.5833 -2.2822 3.9803
C -2.8018 -2.6750 -3.4726
C 1.1964 1.5270 -2.8209
C -3.4798 -0.1455 3.0399
C -5.0308 3.6663 -0.5138
C 2.2262 4.7139 2.7149
C -1.4369 -2.1309 -1.1498
C -2.9847 0.4882 1.8531
Mn 0.6405 -0.1069 -0.2774
C 3.6388 0.1305 -0.5402
H 5.2321 -1.3859 -2.0911
C 3.3250 -1.1296 -1.1555
C 3.0646 3.7693 2.1115
H 2.1851 1.1186 -2.6144
H -1.4291 1.9561 -1.2940
S 1.1072 -4.4048 5.5610
H -1.8374 1.1108 -3.3619
H -4.3097 5.6524 -3.1168
H 5.0950 3.2260 1.7285
H 6.0322 5.2394 2.8213
H -5.7016 3.3485 0.2719
C 0.2484 0.4275 -3.3267
C -1.8081 -1.7033 -3.4651
H -3.9599 -2.0877 -5.1887
C 4.2537 -1.8230 -1.9354
H 2.0735 6.5986 3.7323
C 2.4470 2.6536 1.4087
C -2.7627 -3.7950 0.1564
C 1.5727 -3.5357 4.1347
H -3.1459 -3.0901 0.9002
H 4.3524 -5.3836 4.3674
H -1.2414 0.6017 -4.9396
H -0.7272 2.1420 -4.2781
C 1.7803 -2.8043 -1.4486
H -3.5171 -4.5646 0.0006
C -3.8051 3.0973 -0.7351
H 4.6492 0.5273 -0.5757
C 3.3832 -4.9412 4.5430
C -0.8836 -0.7456 2.1595
C -4.3460 4.9257 -2.3213
H -3.9289 -4.0913 -2.3065
N -0.1413 -0.3876 -2.1670
C 2.7414 5.8612 3.3040
N 0.3660 -1.0054 1.6992
H -4.4860 0.0926 3.3622
C 0.3740 3.3607 2.0979
H 1.3145 2.3064 -3.5738
S -3.0251 3.8675 -2.0852
H 1.3652 0.2716 -5.1746
H -6.2642 5.2646 -1.4041
H 4.5173 6.9430 3.7795
H 2.7488 -6.0188 6.3476
C -2.7250 -1.0250 3.7338
H -4.2938 -3.7271 -4.6214
C -3.1363 -3.3519 -2.3052
C 2.8157 -3.9422 3.7198
C 1.0427 -0.3881 -4.3642
C -1.3937 -1.3547 3.3174
C 0.6913 -2.5545 3.5124
H -0.9667 -2.7972 4.8531
C 2.6438 -3.5455 -2.2330
H 0.8092 1.9977 -1.9086
H -4.7016 1.7205 1.4659
H 1.9340 -0.8293 -3.9112
N 2.0844 -1.6119 -0.9348
H -3.1124 -1.4985 4.6275
H 0.7852 -3.1779 -1.2394
H -1.6061 -1.2104 -4.4034
H -1.8701 -4.2640 0.5782
C -1.6948 0.1563 1.4035
C -5.3401 4.7061 -1.4212
C 1.1174 -1.8519 2.3664
C 3.9093 -3.0334 -2.4947
H 0.2379 5.1089 3.1540
C -1.8774 1.5632 -0.3892
C -3.5085 -2.9865 -4.7651
C -0.9657 1.1092 -4.0169
N 3.2122 1.8568 0.7360
C 4.1103 6.0492 3.3268
H 4.6056 -3.5766 -3.1188
H 2.1140 -2.0055 1.9721
N 2.7183 0.7802 0.0833
H 0.4460 -1.1907 -4.7923
N 1.0803 2.4874 1.4651
H 3.3193 -3.5468 2.8503
N -1.1720 0.6666 0.2617
N 0.8593 4.4615 2.6976
C 4.4446 3.9662 2.1723
H -0.8732 -1.9998 -0.2335
C -3.1467 2.0294 0.0104
C 2.5697 -5.2878 5.5758
C -3.7092 1.4437 1.1332
H -0.7016 3.2293 2.1659
C -1.0941 -1.3608 -2.2941
C 4.9618 5.0924 2.7793
*
```

The energy relative to the best compared isomer or geometry (same formula, charge and spin) comes out at 94.6 kJ/mol. As for the LUMO energy (alpha / beta): -3.1 / -3.2 eV. The orbital gap (alpha / beta) comes out at 5.21 / 5.22 eV. For the HOMO energy (alpha / beta), the calculation gives -0.3062 / -0.3086 hartree.

# 3
Below is a molecular structure, C47H57N7NdO3SeSi in a non-equilibrium geometry, with properties calculated with ωB97M-V/def2-TZVPD.

Structure (ORCA input):
```
! RIJCOSX wB97M-V def2-TZVPD def2/J DEFGRID3
* xyz -1 4
H 4.1267 -3.6505 -2.1168
Se -0.0259 1.4383 2.4182
H -5.6488 3.5064 3.0304
C 3.7937 0.7995 -5.4742
C -2.6657 -5.6030 -0.1131
H -3.2035 2.4236 -3.1821
C -5.2138 4.3734 1.1767
O 4.3532 -1.6726 -2.5720
C 1.7984 -2.0623 2.0018
C -3.8753 -5.6371 -0.7942
H -1.7358 2.9327 -3.9904
H -4.8787 -2.6299 -2.1046
N -2.6566 -1.3962 -1.4919
H -1.2914 4.3696 5.3919
C 3.8853 -2.6852 -1.6604
N 2.5022 0.7066 -1.7234
H 8.3027 0.1966 -3.6719
C -4.5924 -4.5613 -1.3215
H 4.2091 -0.2017 -5.6394
N 1.9589 -0.3059 0.3492
C 5.3080 0.1180 -1.1849
C -2.1315 2.2093 -3.2442
H 3.0934 1.0861 -6.2662
H -2.7391 -1.1662 -4.2013
C 5.3274 -0.7659 -2.2736
N 4.2135 0.1916 -0.2454
C -3.6187 3.6113 -0.5821
C 2.2594 -0.7834 1.6245
H -4.5410 -1.0246 -2.3732
H 4.5678 1.5556 -5.3917
H 1.5914 2.7137 5.3615
H -2.0635 4.0676 3.8103
C 0.5762 -0.7896 -2.2560
H -0.4973 -2.5725 -2.8132
H 3.2479 1.1560 -2.2946
H -1.0916 -4.6801 0.9208
C -1.9582 -4.4897 0.2899
H -2.8885 0.1789 3.2606
H 0.1714 -2.5484 -5.1437
C 2.1135 0.0193 -3.9792
H -3.8979 -2.3344 1.9774
H 8.3049 1.6745 -1.6642
H 4.4422 0.0981 0.7488
H -3.2564 -1.9568 3.5827
H 4.0015 3.0357 2.5391
H -2.2673 -6.5653 0.1775
C 6.3814 -0.6290 -3.2192
C 0.1809 -1.7946 -3.1483
C 7.4540 0.2083 -2.9930
H -4.3572 -6.5943 -0.9091
C 2.6097 -1.8049 4.2447
H 6.3468 -1.2702 -4.0945
C 0.8276 2.0047 5.6440
C -3.3887 -0.2773 2.3931
H -4.4690 -0.1240 2.5439
H -4.8433 5.3283 -0.6281
H -4.1804 1.7245 3.0345
H -1.4703 -3.2129 2.5834
C -1.4077 2.5345 -1.9348
H 2.7399 -2.1577 5.2568
H -5.5565 -4.8592 -1.7305
H -1.3297 3.6352 -1.8099
C 2.8665 0.1806 -0.4822
H 1.4987 -3.5164 3.5342
C -3.4374 1.6743 1.0808
H -0.9969 0.3940 -3.3756
O 3.1439 0.8692 -4.1889
H 4.1135 2.0402 4.0330
C -4.5676 4.4511 -0.0463
C -3.5443 -0.5621 -2.2966
H -3.2379 3.9148 -1.5555
H -1.6778 0.9124 -4.8927
C -2.1607 -3.1107 0.0196
O 3.6111 1.0871 2.2201
H 6.3994 1.5985 -0.0961
H 1.2477 -2.6363 1.2649
H 1.2352 1.0007 5.6157
C -1.1476 3.9394 4.3917
H -1.9359 0.0707 5.2723
C 3.5502 2.2347 3.1049
H -0.3761 2.1692 -1.9710
N -2.9290 0.4465 1.1865
C -5.0263 3.3799 2.1326
C -1.9250 0.7857 -3.8368
H 1.9026 -0.8875 -5.9305
C -2.0564 1.1597 5.3242
H -3.6836 0.3980 -1.7733
Si -0.6617 2.1137 4.4821
C 1.6678 -0.0235 -2.6062
C -3.0132 2.4249 -0.1043
H 0.5786 2.2156 6.6940
C 3.1817 -0.5967 3.8577
C 0.5928 -1.8168 -4.4691
C -3.0704 -2.5491 -1.0062
C 2.9764 -0.0368 2.6030
H -5.9007 5.1770 1.4423
C 7.4670 1.0282 -1.8646
C 6.3935 0.9680 -0.9789
C 1.9339 -2.5628 3.2907
C -3.1094 -1.7610 2.5195
N -1.4075 -2.2730 0.7304
C -1.6960 -2.2140 2.1756
H 3.7841 -0.0418 4.5526
H -2.1044 1.4208 6.4007
C -3.0606 -0.2371 -3.7235
H -0.3682 4.5145 3.8836
C -4.2435 2.2340 2.0930
H -3.9378 0.1326 -4.2931
H 2.7846 -2.5680 -1.5821
C 1.5517 -0.8669 -4.8971
H -3.0325 1.3901 4.9091
Nd -0.8190 -0.1140 -0.0631
H -0.9602 -1.5385 2.6444
H 4.3579 -2.6375 -0.6614
N -1.9720 1.9033 -0.7336
C -4.2272 -3.2363 -1.4833
H 2.5008 2.4659 3.3279
*
```

The energy relative to the best compared isomer or geometry (same formula, charge and spin) comes out at 0.0 kJ/mol. As for the LUMO energy (alpha / beta): 2.4 / 2.4 eV. The orbital gap (alpha / beta) comes out at 6.45 / 6.46 eV. For the HOMO energy (alpha / beta), the calculation gives -0.1504 / -0.1509 hartree.

# 4
Below is 14 unconnected molecules or ions with the total composition C4H35NO13 in a non-equilibrium geometry, with properties calculated with ωB97M-V/def2-TZVPD.

Structure (ORCA input):
```
! RIJCOSX wB97M-V def2-TZVPD def2/J DEFGRID3
* xyz 0 1
H -0.0602 -2.7464 1.8750
H -1.9499 1.3326 1.8181
H 2.3581 -0.3866 1.7564
O -3.1109 -0.4883 -0.2779
O 1.7482 -0.4559 2.5290
C 0.8141 1.1065 -1.8627
H -2.2702 2.7539 -0.0032
C 0.8480 2.8916 1.4511
H 1.4169 0.5420 0.2201
H -0.1748 2.6348 1.8185
H -1.8605 1.8110 -1.6512
O 1.8022 -2.9652 -0.3315
H -2.2176 -1.3648 0.9002
C 1.3019 0.0263 -2.4532
H -2.6608 0.0564 -0.9511
H 4.1399 -1.1046 0.6776
O -0.6778 0.5044 2.6898
H 3.9056 0.6888 -2.3288
H 1.4600 -1.4125 2.5311
H 1.1037 3.9226 1.6743
O -1.5005 -1.7164 1.4427
H -0.3623 1.0085 -0.0349
O 3.2940 -0.8194 0.3394
O -3.0302 -2.6429 -1.8730
H -3.0920 0.9135 0.8947
H 1.2471 -3.0443 1.3112
H 0.3721 1.9731 -2.3948
H -2.4404 0.9242 -2.9107
O -2.6837 1.6595 1.2983
H -1.0126 3.3038 -0.6323
H -2.0312 -2.5365 -1.7703
H -1.2993 -0.9016 1.9577
H -0.8364 0.5394 3.6349
H -3.2632 -3.6095 -1.6800
O -1.8505 0.9337 -2.1855
O 3.8898 1.0504 -1.4950
H 2.3024 -2.1855 -0.2537
H -3.4692 -1.2388 -0.8182
H 0.2256 0.2801 2.5069
H 1.7728 3.0007 -0.4464
H 1.7135 -0.8149 -1.9389
O 0.8221 -2.9345 2.1644
H -0.8621 -1.8807 -0.0861
O -1.9160 3.1448 -0.8126
H 3.4820 -0.1144 -0.3025
H -0.6693 -1.0519 -1.4727
H 1.5535 2.2956 2.0221
C 0.6833 1.2667 -0.3639
H 3.1129 1.5880 -1.4677
H 0.9654 -2.6039 -0.7358
O -0.5631 -1.9171 -1.0643
H 1.3231 -0.0499 -3.5569
N 0.9150 2.7008 -0.0261
*
```

The energy relative to the best compared isomer or geometry (same formula, charge and spin) comes out at 126.7 kJ/mol. As for the LUMO energy: 0.2 eV. The orbital gap comes out at 10.06 eV. For the HOMO energy, the calculation gives -0.3611 hartree.

# 5
Below is 4 unconnected molecules or ions with the total composition C16H27FNO9 in a non-equilibrium geometry, with properties calculated with ωB97M-V/def2-TZVPD.

Structure (ORCA input):
```
! RIJCOSX wB97M-V def2-TZVPD def2/J DEFGRID3
* xyz -1 1
O -5.1886 -0.2404 0.1521
H -5.5003 3.4788 -0.3956
H -1.6565 2.0140 2.5189
H 1.2341 -2.3328 0.9018
C -2.1347 1.0320 2.4717
H 2.4560 -2.5143 -0.3418
C -6.0578 3.0368 0.4348
C -5.7327 0.8129 0.1657
H 2.7546 0.2311 -4.9181
F 1.2500 -0.3316 -2.1469
O -1.9087 0.3609 3.7237
H 4.0963 -1.5017 -1.8658
H 4.9116 1.3077 -4.5486
O -0.2055 -0.9068 4.4876
C 3.7744 0.2852 -2.9916
H 5.8707 0.7918 -3.1955
C 3.1354 -2.9918 1.6472
H 4.7873 -3.0899 0.2351
O 3.9471 -6.2589 2.1881
C -0.7740 -0.3738 3.5871
O -0.3811 -0.4052 2.2939
C -1.4631 0.1106 1.4863
H -5.2672 4.3478 1.9405
O -5.3205 1.8889 0.8905
H -0.3317 0.0907 -0.3499
C 2.2927 -2.1944 0.6880
O 2.8033 -4.3989 1.6167
C -0.9468 0.7762 0.2367
C 4.2465 -1.1713 -2.8862
H -0.3167 1.6325 0.4853
H 4.8676 2.1882 -3.0143
H 2.5237 -1.1324 0.7604
H 3.5015 0.6198 -2.0040
H -6.7511 4.9316 1.1709
H -6.8090 3.6215 2.3660
H 2.9791 -2.6430 2.6725
H 5.2998 -1.2743 -3.1192
O -6.8592 1.1191 -0.5296
N 1.5099 -0.5789 -3.6051
H -2.1126 -0.7295 1.2274
H 2.1027 1.4127 -3.7496
H -8.0460 2.2079 0.7529
H -7.8179 2.9357 -0.8554
C 4.6054 -3.0416 1.3107
H 5.1747 -2.2197 1.7379
C 4.9077 1.2072 -3.4685
O 5.0094 -4.2912 1.8993
H -1.7746 1.1164 -0.3852
C -6.2350 4.0460 1.5411
H -3.1991 1.1550 2.2874
C 3.9181 -5.0968 1.9266
H 3.6441 -1.8155 -3.5096
C 2.5175 0.3897 -3.8704
C -7.3305 2.3859 -0.0537
*
```

The energy relative to the best compared isomer or geometry (same formula, charge and spin) comes out at 32.4 kJ/mol. As for the LUMO energy: 1.8 eV. The orbital gap comes out at 3.67 eV. For the HOMO energy, the calculation gives -0.0684 hartree.

# 6
Below is 4 unconnected molecules or ions with the total composition C30H20Br2F34N2O5S in a non-equilibrium geometry, with properties calculated with ωB97M-V/def2-TZVPD.

Structure (ORCA input):
```
! RIJCOSX wB97M-V def2-TZVPD def2/J DEFGRID3
* xyz 0 1
C 3.3347 -0.1769 7.4268
F -5.8218 -2.2767 -6.7665
C -1.9789 -4.0481 0.2659
C -6.6010 -2.0050 -5.6806
C 0.6121 -2.6087 2.8605
H -7.7391 -3.8605 -5.4417
F -0.3532 -0.7847 3.9863
N 3.0893 5.3439 -2.0239
C -0.4811 -2.1243 3.8154
F -1.1774 -1.1145 -2.1301
H -0.3921 -2.6077 4.7918
F 4.3052 -3.3821 8.5235
C -9.5657 -2.4130 -4.1538
C -2.5905 0.8758 -2.3268
C 7.6630 2.0422 -1.2292
H 1.1352 6.0025 -0.4329
H -10.4211 -0.4285 -4.0280
C -1.2168 0.1261 -2.6081
O 0.0986 -4.5639 1.3434
H 3.3138 -0.0690 6.3422
F -4.6376 -1.4683 -4.5176
F 8.2803 3.6931 -2.7462
S 5.6052 5.4355 -2.8365
C 0.8353 5.3289 -1.2209
C -0.8538 3.9774 -2.3416
C 5.9107 -0.5398 7.0934
H -1.5648 2.0731 -0.8537
C 3.5521 4.0336 -3.9818
H 1.7301 -4.3310 2.4414
F -1.9540 -2.7665 0.6742
O 2.5531 -1.2766 7.8609
H -0.1773 2.9213 -4.0759
C -2.2520 3.4265 -2.4224
F -0.2102 0.7961 -2.0476
C 1.8133 4.9105 -2.1552
C 0.0923 3.5873 -3.2689
F -10.8053 -2.9450 -4.2325
O 5.7130 6.7585 -2.3129
F -3.2206 1.1052 -3.4913
C 0.6693 -4.1172 2.5603
O -9.0982 -2.2817 -5.4367
F -8.5284 -0.4236 -3.3996
C -7.8706 -2.8567 -5.8460
F 0.5602 -1.9106 1.7059
F -6.9170 -0.6937 -5.7262
H 4.3041 3.7310 -4.6928
F 8.3397 2.5821 -0.2347
F -6.3681 -2.0476 -3.3149
F -1.8251 -4.9833 2.4504
N 2.3315 3.5993 -4.1309
F 7.0801 -0.3244 7.7389
H -1.2002 5.2058 -0.5863
F 6.6601 1.3347 -0.7569
H 2.8103 0.6878 7.8296
F 5.2781 3.6240 -0.9794
H -7.9849 -2.9735 -6.9224
F 4.9859 1.2699 8.1726
F 4.8348 -0.6602 9.1924
H 5.9243 0.0137 6.1504
F 6.4717 2.5251 -3.1717
O 6.2342 5.1502 -4.0942
C 4.7627 -0.0616 7.9848
Br -0.8344 -0.0114 -4.5284
H -2.4527 3.2170 -3.4668
F -8.8181 -3.2554 -3.4189
C -5.7127 -2.2877 -4.4681
F 8.4748 1.2243 -1.8978
C 3.9046 4.8950 -2.9272
H -1.5346 -4.1177 -0.7292
C 3.0483 -3.6138 8.1063
F 1.2832 -2.7580 6.8669
F -1.7066 -2.3605 3.3080
F -1.2441 -6.1891 0.7431
F 6.9999 4.9067 -0.6607
Br -3.7667 -0.3192 -1.2974
F 5.8122 -1.8596 6.8374
C 2.5680 -2.4779 7.2017
C 7.1855 3.1377 -2.2254
C -9.7176 -1.0511 -3.4720
F -10.1774 -1.2408 -2.2149
F 1.7972 -2.3057 3.4627
H 0.3315 -4.7115 3.4094
H -5.3632 -3.3241 -4.4747
C 1.4377 4.0312 -3.1967
F 3.0364 -4.7665 7.3977
C -1.2180 -4.9371 1.2510
C -0.4716 4.8741 -1.3090
H -2.9758 4.1640 -2.0943
H -3.2748 2.2827 -0.9154
F -3.2687 -4.4533 0.2093
H 2.3907 -3.7105 8.9725
C -2.3978 2.1610 -1.5381
C 6.3248 4.2408 -1.5777
F 3.2623 -2.4204 6.0544
*
```

The energy relative to the best compared isomer or geometry (same formula, charge and spin) comes out at 0.0 kJ/mol. The SMILES is O=S(=O)(c1cnc2cc(CC[C@](F)(Br)C(F)(F)Br)ccc2n1)C(F)(F)C(F)(F)C(F)(F)F.FC(F)C(F)(F)COC(F)(F)C(F)F.FC(F)C(F)(F)COC(F)(F)C(F)F.FC(F)C(F)(F)COC(F)(F)C(F)F. As for the LUMO energy: -1.2 eV. The orbital gap comes out at 8.50 eV. For the HOMO energy, the calculation gives -0.3557 hartree.